DFT (wB97M-V/def2-TZVPD) results for a single C7H8 molecule.

## Properties
HOMO: -8.45 eV
Kohn-Sham gap: 8.20 eV
E_tot: -271.30194 Eh
E_LUMO: -0.2 eV
ΔE to the lowest compared entry with this formula, charge and spin: 602.6 kJ/mol

Structure (ORCA input):
```
! RIJCOSX wB97M-V def2-TZVPD def2/J DEFGRID3
* xyz 0 1
C 0.196 0.260 -1.622
C 0.260 0.159 -0.110
C 0.817 -1.015 0.568
C -0.721 -0.850 0.630
C -1.466 -1.719 -0.221
C 0.380 1.425 0.593
C 0.503 2.473 1.175
H 1.101 0.741 -2.012
H 0.086 -0.733 -2.057
H -0.666 0.866 -1.921
H -1.087 -0.417 1.559
H 1.160 -1.842 -0.043
H 1.321 -0.876 1.519
H -2.472 -1.868 0.236
H 0.588 3.397 1.706
*
```